[1]
Here is a cluster of 4 separate species, C32H75N3O17P4 in total at a distorted geometry from the OMol25 dataset. Energies are from ωB97M-V/def2-TZVPD.

XYZ file:
```
131
C32H75N3O17P4 ωB97M-V/def2-TZVPD
C 7.53 1.75 0.82
C 6.86 1.65 -0.58
C 5.52 2.44 -0.66
C 4.86 2.33 -2.07
C 4.33 3.69 -2.60
C 3.05 3.54 -3.49
C 2.03 4.67 -3.27
C 1.47 4.69 -1.82
C -0.05 4.36 -1.73
N -0.15 3.08 -2.48
N -0.67 5.58 -2.35
C -1.42 6.20 -1.27
O -1.50 7.33 -1.00
C -2.03 4.95 -0.55
C -3.02 4.27 -1.53
N -4.14 5.13 -1.94
C -2.93 5.44 0.62
C -3.73 4.32 1.36
C -5.23 4.22 1.00
C -5.89 3.10 1.89
C -6.57 1.98 1.04
C -8.14 2.02 1.09
C -8.79 2.27 -0.30
C -9.35 0.96 -0.89
O -8.24 0.16 -1.30
C -8.31 -1.19 -0.89
C -0.70 4.20 -0.27
C 0.32 4.76 0.75
P -0.17 4.76 2.51
O -0.56 6.08 3.03
O -1.22 3.59 2.85
O 1.18 4.36 3.34
H 6.85 2.27 1.51
H 8.45 2.34 0.73
H 7.81 0.77 1.24
H 7.54 2.06 -1.35
H 6.71 0.58 -0.81
H 4.84 1.99 0.08
H 5.75 3.48 -0.38
H 5.62 1.95 -2.76
H 4.08 1.55 -2.02
H 4.10 4.34 -1.74
H 5.15 4.13 -3.18
H 2.62 2.53 -3.41
H 3.41 3.65 -4.53
H 2.55 5.62 -3.44
H 1.21 4.58 -4.00
H 1.74 5.63 -1.31
H 2.01 3.90 -1.25
H -0.58 3.26 -3.38
H -0.80 2.47 -2.00
H -1.20 5.37 -3.19
H -3.45 3.34 -1.11
H -2.53 3.93 -2.46
H -3.96 6.12 -1.77
H -4.33 5.06 -2.93
H -3.67 6.19 0.31
H -2.32 5.95 1.38
H -3.30 3.32 1.21
H -3.68 4.49 2.45
H -5.78 5.16 1.17
H -5.31 3.85 -0.03
H -6.65 3.53 2.55
H -5.13 2.60 2.51
H -6.26 0.99 1.39
H -6.29 2.02 -0.02
H -8.48 1.01 1.39
H -8.52 2.72 1.84
H -8.10 2.71 -1.03
H -9.64 2.97 -0.21
H -10.00 1.18 -1.76
H -9.97 0.43 -0.15
H -7.68 -1.41 -0.01
H -7.92 -1.80 -1.71
H -9.34 -1.54 -0.70
H -1.03 3.19 0.01
H 1.20 4.10 0.70
H 0.65 5.78 0.52
H -1.50 3.79 3.76
H 1.58 5.19 3.64
C 2.15 -3.76 -0.99
O 3.33 -2.93 -0.94
P 3.83 -2.43 0.59
O 4.38 -1.10 0.21
O 4.98 -3.59 0.66
C 5.73 -3.97 -0.49
O 3.90 -2.28 2.25
C 3.87 -3.47 3.07
H 1.97 -4.05 -2.02
H 2.30 -4.66 -0.39
H 1.29 -3.21 -0.62
H 5.95 -3.11 -1.12
H 5.18 -4.72 -1.06
H 6.66 -4.41 -0.15
H 4.88 -3.86 3.19
H 3.22 -4.22 2.65
H 3.48 -3.18 4.05
C 1.69 -6.25 7.45
O 2.48 -6.62 6.30
P 4.12 -6.20 6.35
O 4.31 -5.95 4.90
O 4.55 -7.72 6.78
C 3.89 -8.86 6.26
O 5.59 -5.64 6.90
C 6.06 -6.06 8.20
H 0.68 -6.62 7.30
H 2.11 -6.69 8.36
H 1.66 -5.16 7.55
H 3.62 -8.73 5.21
H 3.00 -9.09 6.85
H 4.56 -9.71 6.34
H 6.60 -7.00 8.10
H 5.24 -6.16 8.91
H 6.75 -5.29 8.56
C -2.55 -6.89 -4.38
O -2.02 -5.60 -4.03
P -0.65 -5.09 -4.89
O 0.01 -4.32 -3.80
O -1.54 -4.15 -5.88
C -2.67 -3.43 -5.40
O 0.60 -5.06 -6.00
C 0.31 -5.32 -7.38
H -3.45 -7.06 -3.79
H -2.80 -6.93 -5.44
H -1.82 -7.67 -4.14
H -2.51 -3.04 -4.40
H -3.56 -4.06 -5.42
H -2.84 -2.59 -6.08
H 0.02 -4.39 -7.87
H -0.47 -6.07 -7.50
H 1.22 -5.69 -7.85
```

Summary:
HOMO-LUMO gap	0.2745	Eh
max |F|	7.72	eV Å⁻¹

Löwdin atomic charge list, values in e, 6 entries:
1 C -0.11
2 C -0.27
3 C -0.22
4 C -0.20
5 C -0.20
6 C -0.21

=====

[2]
Here is a structure of composition C9H12Br9N3 at a distorted geometry from the OMol25 dataset. Energies are from ωB97M-V/def2-TZVPD.

XYZ file:
```
33
C9H12Br9N3 ωB97M-V/def2-TZVPD
C -0.10 -5.26 0.26
C -1.26 -6.05 0.67
N -2.18 -6.66 0.92
H 0.09 -4.35 0.87
H -0.41 -4.83 -0.76
H 0.86 -5.77 0.18
C -3.60 -0.83 -1.30
C -4.15 0.41 -1.79
N -4.64 1.37 -2.18
H -3.80 -1.59 -2.04
H -4.12 -0.97 -0.39
H -2.52 -0.97 -1.21
C 0.51 -1.22 3.02
C 0.53 -1.23 1.53
N 0.58 -1.42 0.40
H 0.73 -2.23 3.41
H -0.44 -0.88 3.26
H 1.20 -0.49 3.36
C 4.31 3.13 1.14
Br 2.66 3.45 1.80
Br 5.46 4.72 0.96
Br 4.25 2.01 -0.52
H 4.82 2.48 1.90
C -0.61 4.72 -0.21
Br 0.15 6.37 -0.02
Br -2.27 4.78 -1.18
Br -0.95 3.77 1.40
H 0.09 4.12 -0.77
C 1.04 0.66 -2.43
Br -0.33 1.31 -1.24
Br 1.96 2.01 -3.42
Br 0.39 -0.60 -3.70
H 1.76 0.06 -1.92
```

Summary:
HOMO-LUMO gap	0.3580	Eh
max |F|	3.29	eV Å⁻¹

Löwdin atomic charge list, values in e, 6 entries:
1 C -0.08
2 C -0.30
3 N 0.13
4 H 0.06
5 H 0.11
6 H 0.07

=====

[3]
Here is a cluster of 5 separate species, H10O5 in total from the OMol25 dataset. Energies are from ωB97M-V/def2-TZVPD.

XYZ file:
```
15
H10O5 ωB97M-V/def2-TZVPD
O -0.46 0.16 -1.72
H -0.96 -0.15 -0.96
H 0.40 -0.25 -1.62
O 5.55 -0.32 -0.94
H 4.64 -0.10 -0.68
H 5.74 0.28 -1.66
O -1.23 4.66 0.57
H -1.58 5.17 1.32
H -1.13 3.77 0.92
O 0.06 -2.09 3.17
H 0.00 -3.00 3.48
H -0.68 -1.99 2.57
O -3.26 -2.23 -1.78
H -3.21 -2.43 -0.84
H -3.87 -1.48 -1.83
```

Summary:
HOMO-LUMO gap	0.4225	Eh
max |F|	0.27	eV Å⁻¹
energy relative to the best compared isomer or geometry (same formula, charge and spin)	151.7	kJ/mol

Löwdin atomic charge list, values in e, 6 entries:
1 O -0.06
2 H 0.02
3 H 0.03
4 O -0.06
5 H 0.03
6 H 0.03

=====

[4]
Here is an isolated molecule of C5H7NO from the OMol25 dataset. Energies are from ωB97M-V/def2-TZVPD.

XYZ file:
```
14
C5H7NO ωB97M-V/def2-TZVPD
O 2.36 0.45 1.40
C 2.45 -0.49 0.32
C 1.23 -0.75 -0.49
C 0.11 -0.14 -0.17
C -1.23 -0.04 0.06
C -2.48 0.71 0.03
N -2.31 -0.64 0.64
H 2.38 1.33 1.01
H 3.29 -0.22 -0.35
H 2.74 -1.45 0.78
H -0.02 0.67 0.71
H -2.97 0.80 -0.94
H -2.72 1.49 0.75
H -2.69 -1.46 0.19
```

Summary:
HOMO-LUMO gap	0.2942	Eh
max |F|	0.35	eV Å⁻¹
energy relative to the best compared isomer or geometry (same formula, charge and spin)	668.1	kJ/mol

Löwdin atomic charge list, values in e, 6 entries:
1 O -0.10
2 C -0.32
3 C -0.02
4 C -0.16
5 C -0.27
6 C -0.06